C4H8ORb | ωB97M-V with the def2-TZVPD basis set

```
! RIJCOSX wB97M-V def2-TZVPD def2/J DEFGRID3
* xyz 1 1
Rb -1.432 2.229 -2.687
C 0.304 0.136 1.238
C 1.090 -0.635 0.149
C 0.280 -0.401 -1.136
O -0.939 0.269 -0.766
C -1.098 0.238 0.660
H 0.734 1.116 1.441
H 0.293 -0.410 2.179
H 1.118 -1.693 0.396
H 2.108 -0.268 0.075
H 0.045 -1.344 -1.629
H 0.828 0.243 -1.835
H -1.706 -0.623 0.950
H -1.626 1.141 0.965
*
```

Calculated values
ΔE to the lowest compared entry with this formula, charge and spin (eV): 0.000
E (eV): -6975.0881
Frontier orbital gap (eV): 9.8